No. 1
{
  "formula": "C20H40AgAsF6O15",
  "method": "ωB97M-V/def2-TZVPD",
  "symbols": ["Ag", "As", "F", "F", "F", "F", "F", "F", "C", "C", "O", "C", "O", "O", "C", "H", "H", "H", "H", "H", "H", "H", "H", "C", "C", "O", "C", "O", "O", "C", "H", "H", "H", "H", "H", "H", "H", "H", "C", "C", "O", "C", "O", "O", "C", "H", "H", "H", "H", "H", "H", "H", "H", "C", "C", "O", "C", "O", "O", "C", "H", "H", "H", "H", "H", "H", "H", "H", "C", "C", "O", "C", "O", "O", "C", "H", "H", "H", "H", "H", "H", "H", "H"],
  "xyz": [[-0.20028, -0.30048, -0.60910], [-0.35216, -2.22245, -3.87895], [-1.83593, -1.31153, -3.51001], [-1.14921, -2.69638, -5.47119], [1.20202, -3.09307, -4.17189], [0.33963, -1.56669, -2.31728], [-0.98838, -3.63274, -2.94687], [0.23675, -0.80149, -4.80402], [-1.22535, -1.90564, 4.36618], [-1.50761, -1.96483, 2.91547], [-1.33341, -3.25918, 2.48864], [-0.64018, -3.50691, 1.29830], [-0.49221, -2.62267, 0.42455], [-0.18653, -4.77122, 1.26314], [0.25757, -5.27801, 0.03105], [-1.51097, -0.96851, 4.84399], [-0.17857, -2.06640, 4.62406], [-1.77654, -2.63009, 4.96573], [-0.95843, -1.15859, 2.42919], [-2.51948, -1.63127, 2.68534], [0.20617, -6.35941, -0.09554], [1.28703, -4.92009, 0.01643], [-0.24095, -4.82285, -0.82475], [3.69253, 3.42586, 2.74939], [2.45377, 3.49190, 3.67365], [1.43340, 2.81343, 2.88763], [1.32941, 1.44611, 2.58274], [0.44008, 1.00858, 1.82904], [2.09360, 0.69922, 3.40066], [2.29171, -0.70670, 3.24908], [3.98549, 2.44522, 2.37441], [4.56301, 3.65763, 3.36311], [3.62073, 4.13040, 1.92079], [2.14280, 4.49128, 3.97802], [2.57030, 2.95719, 4.61631], [2.50046, -0.92128, 2.20099], [1.33029, -1.21095, 3.34656], [3.02700, -1.07108, 3.96649], [-2.27758, 2.40852, -5.15626], [-1.77738, 2.00612, -3.68591], [-1.39924, 3.16771, -2.93776], [-0.68685, 2.96342, -1.80412], [-0.35650, 1.88468, -1.30604], [-0.30121, 4.13623, -1.38663], [0.35704, 4.27085, -0.11801], [-3.23785, 2.92332, -5.12535], [-2.44323, 1.58239, -5.84776], [-1.46033, 2.95784, -5.62365], [-0.88122, 1.40573, -3.84251], [-2.56137, 1.51478, -3.10968], [1.24445, 3.65570, 0.03100], [-0.33806, 4.06812, 0.69675], [0.69987, 5.29201, 0.04872], [-5.14128, -1.98530, -1.73746], [-4.20294, -2.08864, -0.57558], [-4.54907, -1.03831, 0.29553], [-3.59439, -0.12158, 0.62940], [-2.50440, 0.02552, 0.03795], [-4.01308, 0.41909, 1.71918], [-3.13467, 1.35206, 2.41652], [-5.02616, -2.77934, -2.47526], [-5.05527, -1.01914, -2.23469], [-6.16078, -2.12958, -1.37983], [-3.18692, -2.06467, -0.96957], [-4.24669, -3.00353, 0.01531], [-3.49095, 2.38132, 2.37428], [-2.06314, 1.21963, 2.26688], [-3.33742, 1.14747, 3.46778], [3.78015, 2.89202, -1.49918], [2.94525, 1.68686, -1.18284], [3.74494, 0.49831, -1.21083], [3.17916, -0.63665, -0.74767], [2.05129, -0.72178, -0.26138], [4.04042, -1.60055, -0.99900], [3.74598, -2.91709, -0.61271], [4.51118, 2.78078, -2.30001], [4.37685, 3.05612, -0.60189], [3.27450, 3.84509, -1.65438], [2.05678, 1.57373, -1.80407], [2.48359, 1.72322, -0.19610], [3.82595, -3.05667, 0.46535], [4.45655, -3.65486, -0.98538], [2.74683, -3.18709, -0.95462]],
  "forces_ev_per_a": [[-0.67, 0.28, 0.75], [-0.60, 0.02, -1.53], [0.94, -0.62, 0.09], [1.25, -0.11, 2.40], [-1.94, 0.94, 0.32], [-0.01, -1.11, -2.13], [0.70, 1.38, -1.13], [-0.09, -1.07, 1.28], [-0.06, -0.04, 1.99], [-0.93, 2.48, -0.01], [2.08, -2.76, -2.55], [-0.39, 2.53, -0.93], [-0.23, -2.99, 2.45], [-2.18, 1.03, 1.58], [1.35, 1.01, -1.54], [0.04, 0.37, -0.42], [0.12, -0.04, -0.26], [-0.13, -0.35, -0.33], [0.81, -0.59, -0.59], [-0.47, -0.37, 0.25], [-0.19, 0.12, 0.87], [0.28, -0.53, -0.66], [-0.21, 0.14, 0.14], [0.65, 0.73, 1.41], [1.04, -2.41, -1.15], [-1.66, -1.37, -0.94], [-2.10, 0.02, 0.73], [2.84, 1.49, 1.75], [0.65, 1.47, -0.02], [-1.44, -0.33, -1.37], [-0.82, -0.23, 0.00], [0.20, 0.58, -0.09], [-0.04, -0.04, 0.08], [-0.37, -0.03, -0.81], [0.33, -0.24, -0.11], [0.72, 0.02, 0.05], [-0.01, -0.04, 0.60], [-0.10, 0.40, -0.20], [0.52, -0.11, 1.54], [-0.53, -0.46, -1.97], [0.61, 0.30, 1.02], [0.14, -1.85, -1.08], [-0.78, 2.04, -0.83], [0.56, 1.47, 0.80], [0.00, -0.13, 0.87], [0.31, 0.49, 0.04], [0.17, -0.60, 0.65], [-0.32, 0.53, 0.07], [-0.27, -0.40, 0.37], [0.23, -0.40, -0.22], [-0.26, -0.41, -0.45], [-0.06, -0.30, -0.12], [-0.32, 0.16, -0.75], [-0.99, -0.85, -0.26], [0.72, -0.65, -1.17], [1.25, 1.66, 0.90], [1.85, -2.37, -2.54], [-2.82, 0.13, 1.59], [0.56, 2.01, 1.43], [-0.67, -0.20, 1.35], [0.47, 0.05, -0.03], [0.08, -0.06, 0.07], [-0.19, 0.36, 0.03], [0.21, 0.59, 0.35], [-0.46, -0.14, -0.15], [0.16, -0.03, -1.02], [-0.25, 0.00, -0.68], [0.12, -0.43, 0.08], [1.19, 0.31, 0.86], [-1.53, -0.29, 0.13], [-0.05, -0.54, 0.14], [-1.13, 0.98, -0.62], [2.41, -0.24, -0.15], [0.75, 0.21, -0.01], [-0.86, -1.22, 0.68], [-0.33, -0.36, -0.20], [0.34, 0.19, 0.04], [-0.58, -0.38, -0.12], [0.27, -0.20, -0.56], [0.21, 0.39, 0.30], [-0.31, 0.39, 0.22], [0.20, 0.68, -0.66], [-0.02, -0.02, 0.07]],
  "lowdin_charge": [0.790, 0.958, -0.288, -0.309, -0.287, -0.354, -0.290, -0.292, -0.063, -0.288, 0.039, -0.437, 0.051, 0.012, -0.033, 0.083, 0.070, 0.085, 0.101, 0.124, 0.103, 0.088, 0.085, -0.060, -0.164, -0.034, -0.476, 0.058, -0.018, 0.000, 0.074, 0.074, 0.074, 0.122, 0.114, 0.081, 0.070, 0.108, -0.034, -0.173, 0.030, -0.549, 0.032, 0.034, -0.016, 0.065, 0.072, 0.070, 0.103, 0.119, 0.069, 0.099, 0.097, -0.060, -0.239, 0.027, -0.553, 0.032, 0.034, 0.006, 0.085, 0.087, 0.076, 0.109, 0.130, 0.097, 0.077, 0.090, -0.047, -0.222, 0.053, -0.535, 0.029, 0.036, -0.037, 0.086, 0.069, 0.080, 0.116, 0.099, 0.095, 0.101, 0.092],
  "charge": 0,
  "multiplicity": 1,
  "total_energy_ha": -4896.69439,
  "relative_energy_kj_mol": 297.4,
  "orbital_gap_ev": 9.73,
  "e_homo_ev": -9.56
}

No. 2
{
  "formula": "C20H40Cl2FNOP",
  "method": "ωB97M-V/def2-TZVPD",
  "symbols": ["C", "C", "C", "C", "C", "C", "C", "C", "C", "C", "O", "C", "N", "C", "C", "C", "F", "C", "C", "Cl", "C", "C", "Cl", "P", "C", "C", "H", "H", "H", "H", "H", "H", "H", "H", "H", "H", "H", "H", "H", "H", "H", "H", "H", "H", "H", "H", "H", "H", "H", "H", "H", "H", "H", "H", "H", "H", "H", "H", "H", "H", "H", "H", "H", "H", "H", "H"],
  "xyz": [[3.94532, -3.28377, 0.48482], [4.16696, -2.39524, -0.73762], [5.14765, -1.26724, -0.47842], [4.55700, -0.10826, 0.34210], [4.04787, 1.04681, -0.54385], [2.83541, 1.79516, 0.07678], [1.55924, 1.69540, -0.75699], [0.98828, 0.26972, -0.71915], [-0.14004, 0.07936, 0.29378], [0.07355, -1.00156, 1.38080], [0.65753, -2.19188, 0.99659], [-1.33720, -1.14347, 1.95636], [-2.31728, -0.37256, 1.08458], [-3.15920, 0.57389, 1.88910], [-2.43051, 1.76063, 2.51180], [-1.95971, 1.53596, 3.93470], [-3.39553, 2.78133, 2.54966], [-1.62998, 0.08053, -0.16904], [-1.91819, -0.90571, -1.31434], [-1.64116, -2.61330, -0.84501], [-3.26673, -0.74974, -1.97553], [-3.40450, -1.71058, -3.17907], [-4.59723, -1.10291, -0.82354], [-1.89102, 1.87452, -0.76072], [-1.33755, 2.02045, -2.51954], [-3.68575, 2.32575, -0.80684], [3.92325, -2.67455, 1.38827], [2.97124, -3.75793, 0.40143], [4.71133, -4.03953, 0.56943], [3.22072, -2.04048, -1.13230], [4.58962, -3.02707, -1.51362], [6.01063, -1.66665, 0.04434], [5.48960, -0.86592, -1.42861], [5.27464, 0.28228, 1.05175], [3.70861, -0.47216, 0.92108], [4.83148, 1.77790, -0.68966], [3.73165, 0.66489, -1.51169], [2.62653, 1.44637, 1.08744], [3.08408, 2.84611, 0.18340], [1.80283, 2.00422, -1.77056], [0.85974, 2.42160, -0.35367], [0.76309, -0.09970, -1.71496], [1.80028, -0.35012, -0.36218], [-0.08663, 0.97716, 0.90967], [0.68165, -0.48095, 2.12053], [1.53129, -2.29235, 1.40065], [-1.49621, -1.07138, 3.02209], [-1.57340, -2.18499, 1.75254], [-2.99153, -1.10622, 0.84309], [-3.56165, -0.01812, 2.70315], [-4.02217, 0.89801, 1.32942], [-1.61698, 2.14392, 1.90050], [-1.90225, 2.47122, 4.47129], [-0.96025, 1.10516, 3.89295], [-2.59025, 0.81081, 4.43613], [-1.17671, -0.71262, -2.07390], [-3.40068, 0.24220, -2.37587], [-2.41646, -1.85300, -3.59918], [-3.70310, -2.67826, -2.79865], [-4.09345, -1.32321, -3.91362], [-2.20826, 1.94900, -3.16714], [-0.64346, 1.26128, -2.85281], [-0.94204, 3.01895, -2.63756], [-3.82620, 2.98490, -1.65518], [-4.38442, 1.49787, -0.82720], [-3.88338, 2.91812, 0.07781]],
  "forces_ev_per_a": [[-0.66, 0.62, -0.20], [0.48, -0.51, -0.03], [-0.11, 0.49, 0.27], [-0.23, 0.05, -0.71], [-0.81, -0.07, 0.90], [0.27, 0.22, -0.32], [0.34, 0.12, 0.19], [0.11, -0.05, 0.11], [0.00, 0.34, 0.10], [-0.17, 1.84, 0.44], [0.21, -0.65, -0.04], [0.27, -1.96, -0.82], [-0.79, -0.14, 1.31], [0.31, 0.03, 0.45], [-0.32, 0.69, 0.43], [0.39, -0.62, -0.60], [0.03, -0.14, -0.12], [0.97, -0.49, -1.17], [-0.02, 0.26, 0.52], [-0.13, -0.05, -0.09], [-0.20, -1.25, -1.18], [0.37, 0.12, 1.01], [-0.28, 0.20, 0.06], [0.19, 1.41, 1.09], [-1.06, -0.75, 0.00], [0.36, -0.33, 0.08], [0.15, -0.04, 0.26], [-0.04, -0.40, 0.05], [0.19, -0.16, 0.19], [-0.24, 0.30, -0.02], [-0.04, -0.09, -0.28], [0.25, -0.17, -0.03], [0.24, 0.03, -0.12], [0.17, 0.05, 0.23], [-0.07, -0.16, 0.23], [0.32, -0.02, -0.30], [0.15, -0.11, -0.24], [0.05, -0.17, 0.21], [0.02, 0.23, 0.05], [-0.09, 0.00, -0.20], [-0.33, 0.07, -0.14], [-0.20, -0.14, -0.09], [0.17, -0.46, -0.13], [-0.14, 0.26, 0.08], [0.32, -0.28, 0.15], [-0.25, 0.06, -0.11], [-0.01, 0.95, 0.13], [-0.10, -0.16, 0.03], [-0.05, 0.26, -0.56], [-0.08, -0.30, 0.09], [0.09, 0.17, -0.52], [-0.01, -0.05, -0.23], [-0.07, 0.18, 0.12], [0.18, 0.00, 0.15], [-0.24, 0.15, 0.35], [0.19, 0.10, -0.22], [-0.03, 0.45, 0.40], [0.15, 0.10, -0.43], [-0.27, -0.21, -0.21], [-0.21, -0.04, -0.14], [-0.10, -0.03, -0.21], [0.40, 0.08, 0.07], [0.35, 0.12, 0.07], [-0.10, 0.01, -0.30], [-0.17, -0.02, -0.25], [-0.04, 0.08, 0.21]],
  "lowdin_charge": [-0.102, -0.259, -0.212, -0.199, -0.180, -0.197, -0.211, -0.133, -0.250, -0.337, -0.025, -0.031, -0.053, -0.069, -0.359, -0.011, -0.020, -0.460, -0.651, 0.811, -0.717, -0.109, 0.732, 1.025, -0.236, -0.258, 0.065, 0.063, 0.077, 0.093, 0.106, 0.111, 0.108, 0.112, 0.081, 0.110, 0.107, 0.105, 0.108, 0.115, 0.082, 0.110, 0.088, 0.107, 0.157, 0.095, 0.134, 0.111, 0.078, 0.139, 0.105, 0.104, 0.095, 0.081, 0.086, 0.085, 0.068, 0.081, 0.059, 0.087, 0.039, 0.037, 0.049, 0.051, -0.003, 0.027],
  "charge": 1,
  "multiplicity": 1,
  "total_energy_ha": -2277.38937,
  "orbital_gap_ev": 9.44,
  "e_homo_ev": -11.56
}

No. 3
{
  "formula": "C20H40FIN2O9P2",
  "method": "ωB97M-V/def2-TZVPD",
  "symbols": ["O", "C", "F", "C", "O", "P", "O", "O", "I", "O", "P", "O", "O", "H", "H", "H", "H", "C", "C", "C", "C", "C", "C", "N", "O", "C", "C", "C", "H", "H", "H", "H", "H", "H", "H", "H", "H", "H", "H", "H", "H", "H", "H", "H", "H", "H", "C", "C", "C", "C", "C", "C", "N", "O", "C", "C", "C", "H", "H", "H", "H", "H", "H", "H", "H", "H", "H", "H", "H", "H", "H", "H", "H", "H", "H"],
  "xyz": [[1.67353, -1.93177, -4.25815], [1.68248, -1.88910, -3.07898], [2.70736, -2.43204, -2.39631], [0.64272, -1.23934, -2.20593], [-0.35770, -0.61787, -3.00339], [-1.75310, -0.38048, -2.24717], [-1.64703, -0.51271, -0.79152], [-2.28713, 1.11830, -2.59110], [-3.86449, 1.45223, -1.33196], [-2.83445, -1.43831, -2.89373], [-2.29887, -3.02453, -2.81873], [-2.68705, -3.75504, -4.23300], [-3.20316, -3.76150, -1.66712], [0.22586, -2.01275, -1.55671], [1.13280, -0.50473, -1.56023], [-2.03690, -3.49775, -4.89908], [-2.86930, -4.66744, -1.61388], [-4.41608, -2.68551, 5.68817], [-4.96205, -2.04140, 4.39824], [-4.96987, -3.08607, 3.28037], [-3.56672, -3.42607, 2.78127], [-2.82163, -2.16193, 2.35601], [-2.81626, -1.05724, 3.41830], [-4.16757, -0.83732, 4.01489], [-4.87539, -0.11436, 3.19755], [-1.79723, -1.38576, 4.52733], [-2.28372, 0.22099, 2.77587], [-6.39589, -1.64558, 4.74729], [-5.14526, -3.39154, 6.08661], [-3.50530, -3.26078, 5.54520], [-4.23291, -1.93300, 6.45663], [-5.56501, -2.71965, 2.43773], [-5.46524, -3.99345, 3.63407], [-3.00172, -3.96119, 3.55020], [-3.63894, -4.10732, 1.93049], [-1.79234, -2.41324, 2.09194], [-3.28465, -1.78122, 1.44044], [-1.86809, -0.66117, 5.34018], [-0.78268, -1.33642, 4.13158], [-1.90457, -2.38310, 4.94662], [-2.85461, 0.49784, 1.89394], [-1.25345, 0.07548, 2.45327], [-2.29975, 1.05797, 3.47688], [-6.40970, -0.88866, 5.53344], [-6.94269, -2.51599, 5.10955], [-6.94246, -1.25776, 3.88967], [5.53856, 2.66116, -4.14420], [4.19290, 2.25963, -3.50832], [3.23377, 3.44908, -3.57435], [3.61187, 4.56718, -2.60563], [3.73450, 4.03065, -1.18151], [4.64936, 2.80841, -1.05144], [4.37737, 1.78183, -2.10167], [3.32664, 1.10364, -1.75276], [6.12839, 3.23879, -1.10470], [4.47453, 2.21998, 0.34910], [3.67819, 1.12715, -4.39971], [5.42257, 2.75911, -5.22367], [5.91993, 3.62114, -3.80643], [6.30141, 1.90262, -3.96296], [2.21587, 3.11451, -3.34878], [3.20896, 3.83923, -4.59411], [4.54523, 5.04701, -2.91263], [2.84824, 5.34697, -2.63509], [4.09592, 4.82259, -0.52195], [2.73197, 3.77080, -0.82632], [6.78136, 2.36502, -1.12546], [6.38383, 3.81791, -0.21718], [6.37484, 3.87141, -1.95336], [3.43677, 1.97531, 0.56883], [4.79704, 2.94610, 1.09487], [5.07426, 1.31720, 0.47511], [4.34424, 0.26346, -4.35744], [3.63124, 1.46193, -5.43535], [2.67642, 0.79850, -4.12966]],
  "forces_ev_per_a": [[-0.05, -0.13, -0.13], [-0.10, 0.42, -0.86], [-0.43, 0.16, 0.43], [0.80, -0.23, 0.84], [-1.02, 0.36, -0.19], [-0.40, 0.54, 0.88], [0.29, -0.66, 0.01], [-0.10, -1.80, -0.15], [0.23, 0.38, -0.48], [0.01, 0.24, -0.06], [2.82, -0.52, 0.50], [-1.20, 0.58, 0.73], [-0.66, 0.73, -1.33], [-0.05, 0.07, -0.06], [0.01, -0.01, -0.12], [0.06, -0.02, 0.00], [-0.09, -0.04, 0.14], [0.27, -0.06, 0.07], [-0.23, -0.95, 1.48], [0.25, 0.00, -0.45], [0.04, 0.08, 0.07], [-0.51, -0.31, -0.18], [1.76, -0.08, 0.69], [-0.89, -0.24, -2.31], [0.06, 0.40, 0.63], [-0.05, -0.26, 0.19], [-0.43, 0.39, -0.15], [-0.18, 0.42, -0.32], [-0.11, 0.08, -0.08], [0.03, 0.09, -0.02], [0.02, 0.03, -0.04], [0.02, 0.14, 0.05], [-0.05, 0.08, 0.14], [-0.04, 0.02, 0.03], [0.01, 0.01, 0.00], [0.05, 0.15, 0.06], [-0.01, 0.11, 0.06], [-0.05, -0.01, 0.00], [-0.06, 0.07, -0.13], [-0.06, 0.03, 0.02], [-0.08, 0.04, 0.02], [0.00, -0.18, 0.05], [-0.06, -0.04, 0.03], [0.02, 0.02, -0.03], [0.15, -0.09, 0.02], [0.12, 0.09, -0.01], [0.23, 0.16, 0.14], [1.08, 0.14, -1.48], [-0.25, 0.23, 0.41], [0.06, -0.06, 0.01], [-0.43, 0.07, -0.38], [1.57, 0.67, 0.82], [-2.42, 0.59, 0.29], [0.43, -0.64, -0.02], [0.11, 0.13, -0.26], [-0.39, -0.43, -0.04], [-0.32, -0.32, 0.37], [-0.13, -0.10, 0.01], [0.01, -0.04, 0.08], [-0.02, 0.00, 0.05], [0.05, -0.12, 0.06], [0.09, -0.14, -0.05], [0.01, -0.04, -0.02], [0.02, 0.01, 0.01], [0.11, -0.11, 0.08], [0.04, -0.15, -0.01], [-0.03, -0.02, -0.04], [-0.13, -0.05, 0.06], [-0.02, -0.06, -0.03], [0.02, -0.08, -0.11], [0.08, 0.10, -0.12], [-0.01, 0.00, -0.03], [-0.01, 0.00, 0.04], [0.10, 0.14, 0.04], [0.04, 0.01, 0.12]],
  "lowdin_charge": [0.172, -0.450, 0.115, -0.154, -0.175, 0.214, -0.336, -0.740, 1.022, -0.381, 0.783, -0.222, -0.220, 0.111, 0.137, 0.059, 0.058, -0.039, -0.496, -0.134, -0.172, -0.130, -0.488, -0.074, -0.022, -0.035, -0.046, -0.047, 0.085, 0.055, 0.094, 0.126, 0.124, 0.102, 0.108, 0.126, 0.119, 0.092, 0.085, 0.057, 0.050, 0.089, 0.092, 0.092, 0.085, 0.078, -0.037, -0.487, -0.133, -0.173, -0.133, -0.493, -0.066, -0.029, -0.035, -0.047, -0.037, 0.086, 0.056, 0.095, 0.126, 0.126, 0.103, 0.113, 0.125, 0.124, 0.093, 0.085, 0.058, 0.078, 0.087, 0.092, 0.097, 0.089, 0.068],
  "charge": 0,
  "multiplicity": 3,
  "total_energy_ha": -2653.01757,
  "s2": 2.01,
  "orbital_gap_ev": [6.91, 7.75],
  "e_homo_ev": [-8.38, -9.22]
}